{"formula": "C55H41BrF4P3RuSi", "method": "ωB97M-V/def2-TZVPD", "symbols": ["Ru", "C", "Si", "C", "C", "C", "C", "C", "C", "P", "C", "C", "C", "C", "C", "C", "C", "C", "C", "C", "C", "C", "C", "C", "C", "C", "C", "C", "P", "C", "C", "C", "C", "C", "C", "C", "C", "C", "C", "C", "C", "H", "H", "H", "H", "H", "H", "H", "H", "H", "H", "H", "H", "H", "H", "H", "H", "H", "H", "H", "H", "H", "H", "H", "H", "H", "H", "H", "H", "H", "H", "H", "F", "C", "C", "F", "C", "F", "C", "P", "C", "C", "C", "C", "C", "C", "C", "C", "C", "C", "C", "C", "C", "Br", "C", "F", "H", "H", "H", "H", "H", "H", "H", "H", "H", "H"], "coordinates": [[0.645859, 0.147774, 1.057816], [-0.767709, 3.079805, -0.593545], [-0.776931, 2.010449, 0.970794], [-2.574911, 1.444334, 1.126203], [-3.681038, 2.272574, 1.324585], [-4.965452, 1.767324, 1.213446], [-5.177106, 0.430279, 0.884231], [-4.098009, -0.412679, 0.692721], [-2.810692, 0.102461, 0.836679], [-1.324854, -0.899999, 0.753060], [-1.614191, -2.022449, -0.647811], [-1.471743, -3.405635, -0.550114], [-1.866043, -4.228411, -1.594376], [-2.438623, -3.684071, -2.731552], [-2.596417, -2.309398, -2.832680], [-2.169777, -1.478373, -1.808767], [-1.302884, -1.963801, 2.230726], [-2.337101, -1.951493, 3.163526], [-2.264672, -2.753612, 4.293686], [-1.155283, -3.554565, 4.515694], [-0.114161, -3.564145, 3.597124], [-0.193380, -2.782306, 2.456331], [-0.314933, 3.152662, 2.412041], [-0.690478, 4.489680, 2.540647], [-0.302548, 5.227554, 3.648721], [0.466414, 4.650316, 4.655131], [0.852813, 3.325423, 4.553796], [0.474152, 2.602486, 3.425565], [0.908477, 0.883790, 3.160052], [2.569877, 0.736408, 2.475618], [2.944869, -0.568327, 2.103396], [4.159663, -0.800542, 1.467785], [5.009867, 0.266327, 1.234942], [4.650934, 1.562983, 1.610530], [3.431971, 1.806558, 2.209688], [0.821979, 0.022287, 4.726762], [1.963452, -0.437539, 5.381048], [1.844414, -1.023978, 6.631335], [0.597509, -1.141031, 7.227527], [-0.538992, -0.673345, 6.579965], [-0.430761, -0.092563, 5.328397], [-1.591478, 3.793707, -0.532550], [0.158118, 3.640903, -0.716943], [-0.931950, 2.477748, -1.490259], [-3.544913, 3.320263, 1.561248], [-5.815168, 2.417645, 1.371527], [-6.184836, 0.051493, 0.786292], [-4.253231, -1.456785, 0.448365], [-1.093648, -3.857387, 0.355132], [-1.760794, -5.300235, -1.498030], [-2.781704, -4.328418, -3.528737], [-3.079999, -1.897558, -3.706891], [-2.338996, -0.407671, -1.876207], [-3.203831, -1.322584, 3.006435], [-3.080673, -2.751087, 5.003638], [-1.103865, -4.174634, 5.399711], [0.749616, -4.193842, 3.761383], [0.608856, -2.831090, 1.723611], [-1.294707, 4.965206, 1.778640], [-0.607583, 6.261258, 3.737877], [0.757678, 5.235001, 5.516213], [1.438080, 2.861370, 5.338549], [2.313132, -1.407637, 2.398766], [4.444879, -1.806257, 1.192342], [5.967302, 0.099908, 0.760993], [5.334779, 2.378839, 1.424213], [3.142554, 2.813670, 2.483017], [2.938608, -0.336775, 4.921688], [2.726862, -1.378976, 7.145610], [0.510695, -1.591104, 8.206740], [-1.507784, -0.759024, 7.052828], [-1.313753, 0.282327, 4.823988], [6.229333, 1.359087, -3.722068], [4.953374, 1.026982, -3.731997], [4.387854, 0.518646, -4.893233], [5.126314, 0.367648, -5.977876], [3.043114, 0.190363, -4.900995], [2.493030, -0.269285, -6.021692], [2.266695, 0.345090, -3.757949], [0.534204, -0.065086, -3.763683], [0.300131, -1.713025, -4.391626], [0.727400, -2.770886, -3.583600], [0.666451, -4.065771, -4.060272], [0.175295, -4.309040, -5.336449], [-0.250792, -3.260277, -6.141893], [-0.189068, -1.958314, -5.677763], [-0.402524, 1.176463, -4.599278], [0.142035, 2.463723, -4.738717], [-0.608038, 3.471371, -5.311041], [-1.909323, 3.215580, -5.727774], [-2.467429, 1.950442, -5.567600], [-1.726826, 0.935713, -4.996434], [2.844000, 0.847466, -2.600926], [1.803987, 1.092783, -0.973111], [4.175626, 1.204671, -2.588391], [4.746902, 1.753757, -1.524517], [1.101207, -2.575525, -2.583249], [0.997072, -4.886184, -3.439075], [0.131064, -5.322315, -5.710262], [-0.613292, -3.455879, -7.141054], [-0.485082, -1.140411, -6.320096], [1.155339, 2.662794, -4.415386], [-0.181114, 4.455877, -5.437561], [-2.492736, 4.006185, -6.179153], [-3.480838, 1.760965, -5.891773], [-2.159196, -0.045075, -4.873388]], "forces_ev_per_angstrom": [[-0.2, -0.2, 0.1], [-0.1, -0.1, 0.2], [0.3, 0.1, -0.1], [0.0, 0.0, -0.1], [0.0, 0.0, 0.0], [0.0, 0.0, 0.0], [0.0, 0.0, 0.0], [0.0, 0.0, 0.1], [0.0, 0.0, 0.0], [0.5, 0.1, 0.7], [-0.2, 0.0, -0.1], [0.1, 0.0, 0.0], [0.0, 0.0, 0.0], [0.0, 0.0, 0.0], [0.0, 0.0, 0.0], [0.0, 0.0, 0.0], [-0.3, -0.2, -0.1], [0.0, 0.0, -0.1], [0.0, 0.0, 0.0], [0.0, 0.0, 0.0], [0.0, 0.0, 0.0], [0.0, 0.0, 0.0], [0.0, 0.0, -0.1], [0.0, 0.0, 0.0], [0.0, 0.0, 0.0], [0.0, 0.0, 0.0], [0.0, 0.0, 0.0], [-0.1, -0.1, 0.0], [-0.4, -0.1, -0.4], [0.2, -0.1, 0.3], [-0.1, 0.0, 0.1], [0.0, 0.1, 0.0], [0.0, 0.1, 0.0], [0.0, -0.1, -0.1], [0.0, 0.0, -0.1], [0.1, 0.0, 0.1], [0.0, -0.1, 0.0], [0.0, 0.0, 0.0], [0.0, 0.0, 0.0], [0.0, 0.0, 0.0], [0.0, 0.0, 0.0], [0.0, 0.1, 0.0], [0.0, 0.0, 0.0], [0.0, 0.0, 0.0], [0.0, 0.1, 0.0], [0.0, 0.0, 0.0], [0.0, 0.0, 0.0], [0.0, 0.0, 0.0], [0.0, 0.0, 0.0], [0.0, 0.0, 0.0], [0.0, 0.0, 0.0], [0.0, 0.1, -0.1], [0.0, 0.0, 0.0], [0.0, 0.0, 0.0], [0.0, 0.0, 0.0], [0.0, 0.0, 0.0], [0.0, 0.0, 0.0], [0.0, 0.0, 0.0], [0.0, 0.0, 0.0], [0.0, 0.0, 0.0], [0.0, 0.0, 0.0], [0.0, 0.0, 0.0], [0.0, 0.1, -0.1], [0.0, 0.0, 0.0], [0.0, 0.0, 0.0], [0.0, 0.0, 0.0], [0.0, 0.0, 0.0], [0.0, 0.0, 0.0], [0.0, 0.0, 0.0], [0.0, 0.0, 0.0], [0.0, 0.0, 0.0], [0.0, 0.0, 0.0], [-0.2, 0.0, 0.0], [0.0, 0.1, 0.0], [0.1, 0.0, -0.1], [-0.1, 0.0, 0.1], [-0.1, -0.1, 0.0], [0.1, 0.1, 0.1], [0.0, 0.0, 0.1], [-0.5, -0.3, -0.5], [0.1, 0.0, 0.0], [0.1, 0.1, 0.1], [0.0, 0.0, 0.0], [0.0, 0.0, 0.0], [0.0, 0.0, 0.0], [-0.1, 0.0, 0.0], [0.1, 0.1, 0.2], [0.1, 0.0, 0.0], [0.0, 0.0, 0.0], [0.0, 0.0, 0.0], [0.0, 0.0, 0.0], [0.0, 0.0, 0.0], [0.1, -0.2, 0.5], [0.5, 0.5, -0.9], [0.1, 0.1, -0.2], [0.0, -0.1, 0.1], [0.0, 0.0, 0.0], [0.0, 0.0, 0.0], [0.0, 0.0, 0.0], [0.0, 0.0, 0.0], [0.0, 0.0, 0.0], [0.0, 0.0, 0.0], [0.0, 0.0, 0.0], [0.0, 0.0, 0.0], [0.0, 0.0, 0.0], [-0.1, -0.1, 0.1]], "mulliken_charge": [-0.129, -1.518, 2.394, 0.035, -0.794, -0.862, -0.842, -0.131, -0.440, 2.411, 0.840, -0.703, -0.915, -0.773, -0.862, -0.558, 0.763, -0.922, -0.800, -0.763, -1.354, -0.522, 0.311, -0.658, -0.765, -0.806, -0.836, -0.370, 2.569, -0.554, 0.245, -1.225, -0.631, -0.797, -0.935, 0.496, -0.644, -0.772, -0.584, -0.745, -0.282, 0.461, 0.417, 0.223, 0.452, 0.449, 0.459, 0.574, 0.446, 0.463, 0.506, 0.464, 0.758, 0.380, 0.490, 0.458, 0.461, 0.839, 0.414, 0.458, 0.451, 0.530, 0.510, 0.548, 0.482, 0.478, 0.471, 0.401, 0.467, 0.436, 0.470, 0.464, -0.263, 0.505, 0.255, -0.266, 0.525, -0.304, -0.315, 1.045, 0.791, -0.658, -0.618, -0.626, -0.812, -0.355, 0.588, -0.701, -0.832, -0.537, -0.805, -0.306, 0.031, -0.001, 0.067, -0.291, 0.340, 0.490, 0.444, 0.486, 0.554, 0.477, 0.460, 0.430, 0.475, 0.272], "charge": 2, "e_lumo_ev": [-5.35, -7.92], "multiplicity": 2, "gap_ev": [7.23, 4.64]}

***

{"formula": "C55H42BrN6O7RbSSi", "method": "ωB97M-V/def2-TZVPD", "symbols": ["Rb", "O", "C", "O", "C", "C", "C", "C", "C", "N", "C", "O", "O", "H", "H", "H", "H", "O", "C", "N", "C", "O", "C", "C", "C", "C", "C", "N", "C", "C", "C", "C", "C", "N", "H", "H", "H", "H", "H", "H", "H", "H", "Br", "C", "C", "C", "C", "C", "C", "N", "C", "C", "C", "C", "C", "C", "N", "H", "H", "H", "H", "H", "H", "H", "H", "H", "C", "C", "C", "C", "C", "C", "Si", "C", "C", "C", "C", "C", "C", "H", "H", "H", "H", "H", "H", "H", "H", "H", "H", "H", "O", "S", "C", "C", "C", "C", "C", "C", "C", "C", "C", "C", "C", "C", "H", "H", "H", "H", "H", "H", "H", "H", "H", "H"], "coordinates": [[13.625805, 11.723733, 10.383443], [13.385376, 6.575806, 10.284044], [13.111758, 7.890910, 10.161494], [13.119577, 8.757719, 11.059326], [12.787472, 8.136947, 8.705618], [13.157027, 7.185497, 7.715733], [13.135099, 7.589958, 6.381662], [12.545517, 8.770557, 6.076223], [12.138477, 9.621918, 7.118184], [12.339310, 9.338784, 8.401354], [11.372683, 10.824996, 6.771950], [11.135627, 11.309154, 5.680126], [10.810444, 11.362780, 7.875344], [13.687258, 6.354174, 11.190286], [13.429132, 6.210020, 8.069913], [13.537215, 6.958878, 5.595315], [12.381233, 9.062847, 5.041784], [14.075516, 16.766511, 8.389596], [14.142771, 15.879625, 9.259926], [14.854105, 14.732621, 9.303500], [16.093194, 14.959846, 8.799152], [16.722238, 16.022449, 8.891019], [16.657435, 13.881663, 7.992339], [17.834318, 14.228394, 7.249616], [18.263504, 13.313865, 6.349388], [17.564012, 12.067752, 6.222170], [16.460459, 11.886347, 6.964512], [16.045162, 12.735896, 7.897489], [13.183774, 16.161187, 10.329914], [13.059938, 17.553916, 10.717386], [11.965788, 17.885177, 11.489281], [10.990595, 16.887270, 11.768579], [11.271838, 15.590918, 11.426469], [12.367396, 15.236084, 10.768257], [18.324582, 15.157888, 7.509077], [19.098814, 13.514562, 5.671007], [17.995709, 11.257631, 5.598238], [15.830687, 11.018520, 6.864415], [13.853146, 18.290989, 10.418865], [11.756867, 18.940349, 11.816333], [10.106970, 17.113687, 12.300335], [10.519495, 14.785001, 11.546572], [18.503722, 17.014714, 14.389898], [17.167243, 15.739389, 14.118824], [16.893349, 15.285278, 12.814063], [15.826857, 14.432891, 12.564115], [15.038232, 13.956939, 13.615940], [15.319290, 14.439679, 14.909041], [16.392401, 15.267934, 15.193476], [14.013894, 13.063479, 13.319333], [13.001910, 12.958273, 14.106676], [11.870689, 11.999392, 14.008997], [10.998169, 11.823958, 15.088679], [10.072202, 10.786322, 15.026865], [10.076985, 9.909871, 13.957020], [10.970925, 10.181091, 12.938919], [11.781729, 11.233697, 12.942413], [17.530816, 15.684516, 12.021029], [15.656595, 14.130468, 11.529483], [14.655629, 14.148664, 15.697960], [16.661266, 15.605238, 16.200467], [12.838584, 13.718529, 14.960855], [11.076180, 12.419851, 15.997371], [9.387112, 10.625938, 15.815276], [9.406035, 9.051876, 13.909366], [11.020795, 9.571940, 12.027453], [6.709827, 7.737939, 7.467953], [6.797534, 8.095803, 8.806580], [7.582562, 9.187188, 9.196375], [8.291619, 9.940849, 8.227987], [8.121195, 9.630934, 6.879032], [7.259790, 8.594727, 6.523205], [9.482982, 11.267418, 8.835146], [8.793471, 13.000528, 8.731113], [7.747125, 13.374827, 9.630250], [7.284618, 14.661137, 9.564293], [7.725092, 15.551678, 8.619088], [8.728149, 15.196588, 7.733480], [9.233634, 13.883981, 7.774634], [6.184345, 6.773702, 7.267983], [6.308032, 7.457127, 9.564499], [7.560635, 9.517215, 10.208433], [8.520865, 10.240071, 6.082237], [7.042796, 8.412135, 5.444173], [9.966791, 11.091939, 10.240688], [7.402769, 12.723055, 10.409947], [6.481387, 14.888189, 10.280355], [7.328139, 16.604459, 8.579314], [9.096761, 15.916448, 6.973348], [9.977729, 13.590205, 7.029036], [16.693944, 11.819320, 11.221684], [17.058835, 11.113785, 12.534276], [18.710477, 11.620902, 13.000469], [18.959572, 12.002541, 14.335711], [20.230939, 12.410246, 14.704336], [21.245488, 12.508854, 13.728797], [20.934734, 12.282546, 12.403085], [19.661295, 11.800585, 11.996993], [17.088290, 9.346964, 12.171680], [17.788754, 8.794285, 11.113384], [17.793706, 7.385934, 10.976081], [17.088164, 6.574476, 11.851799], [16.516867, 7.155366, 13.000677], [16.514701, 8.524449, 13.171656], [18.154694, 11.986167, 15.050052], [20.372253, 12.754080, 15.736466], [22.290788, 12.769902, 13.971051], [21.621912, 12.580874, 11.626215], [19.366486, 11.669223, 10.925082], [18.365461, 9.409266, 10.429357], [18.306951, 6.880619, 10.142313], [16.950255, 5.491261, 11.675948], [15.989209, 6.538761, 13.729295], [16.112813, 8.913244, 14.114569]], "forces_ev_per_angstrom": [[0.0, 0.4, 0.1], [0.4, -0.2, 1.7], [-0.6, 2.2, 0.4], [0.3, -2.9, -2.0], [0.6, 0.5, -0.6], [0.1, -0.2, 1.8], [-0.3, -0.2, -0.7], [0.6, -0.3, -1.1], [-1.5, 2.1, -1.8], [0.3, -0.6, 2.1], [0.5, -1.8, 0.7], [0.1, 0.0, -0.8], [-0.6, 1.0, 1.0], [-0.3, 0.5, -0.5], [0.3, -0.2, -0.3], [-0.2, -0.1, 0.0], [0.2, 0.2, 0.2], [0.7, -0.8, -0.1], [-0.3, 0.4, -0.4], [0.6, 1.0, -0.5], [-1.1, 1.0, 0.9], [0.3, -0.4, 0.1], [2.0, 0.1, -0.6], [-1.0, -0.4, 0.9], [0.2, -1.4, -1.0], [2.3, 0.7, -1.2], [-0.8, -1.0, 0.8], [-1.0, 0.2, -0.2], [-0.7, 2.0, 1.4], [0.4, -0.5, 0.1], [-0.7, 0.5, 0.1], [1.5, 0.5, -0.1], [-1.0, -0.4, -0.1], [0.2, -0.8, -0.7], [-0.2, 0.0, -0.4], [0.0, -0.1, 0.4], [-0.6, 0.7, 0.2], [0.1, -0.5, -0.1], [-1.1, -0.9, 0.2], [0.4, -1.1, -0.3], [-0.9, 0.3, 0.4], [0.6, 0.5, 0.4], [0.7, 0.4, 0.2], [-1.2, -1.4, -0.2], [0.3, 0.7, 0.5], [1.0, 0.1, -0.5], [-0.9, -0.2, -0.2], [0.1, -0.1, 0.3], [0.6, 0.7, -0.7], [1.5, 0.3, -1.2], [-3.1, 0.2, 2.5], [2.6, 2.3, 1.1], [-1.3, -0.8, 0.7], [1.1, 1.2, 0.3], [-0.2, -0.8, -0.7], [-0.1, 0.3, -0.7], [0.3, -1.6, -2.0], [-0.4, -0.3, 0.0], [-0.2, 0.0, 0.4], [0.0, -0.3, 0.5], [-0.4, -0.2, -0.3], [0.3, -1.0, -1.0], [0.0, 0.1, -0.3], [-0.6, 0.0, 0.9], [0.2, 0.2, 0.0], [-0.1, 0.1, 0.4], [-0.6, -0.4, 0.5], [0.4, -0.2, 0.7], [-0.4, 0.0, -1.6], [0.1, -0.3, 1.0], [-1.0, -0.1, 0.2], [0.0, -0.7, -1.4], [1.0, 0.6, -0.4], [-1.4, -1.0, 1.0], [1.9, 0.2, -1.2], [-1.7, -0.4, 1.2], [0.2, 2.1, -0.6], [0.1, -0.2, -0.5], [0.2, 1.1, -0.6], [0.3, 1.1, -0.4], [0.3, 0.5, -0.4], [0.3, 0.0, 0.8], [0.4, 0.1, 0.1], [0.4, 0.1, 0.9], [-0.4, -0.3, -0.3], [-0.1, -0.4, 0.2], [0.4, 0.4, -0.4], [0.3, -1.2, 0.1], [-0.3, -0.6, 0.7], [-0.1, -0.1, 0.4], [1.0, -1.3, 1.3], [-2.1, 1.5, -1.0], [0.6, -0.2, -0.5], [0.1, -0.4, -1.0], [0.3, 0.3, -0.1], [0.0, 0.0, 0.6], [-1.1, -0.3, -1.0], [0.4, 0.5, 0.4], [1.0, -0.2, 1.3], [0.0, -1.1, 0.0], [-0.1, 0.1, -0.7], [-0.4, 0.0, 0.7], [-0.4, -0.5, -0.6], [0.4, 0.3, -0.2], [-0.2, 0.0, 0.1], [0.2, -0.3, -0.5], [-0.8, 0.1, 0.1], [0.4, -0.3, 0.0], [0.4, 0.1, 1.1], [-0.3, 0.0, 0.0], [-0.2, 0.6, 0.3], [0.4, 0.7, 0.1], [0.2, 0.1, -0.1], [0.0, 0.3, -0.7]], "mulliken_charge": [0.375, -0.502, 0.108, -0.348, 0.422, -1.102, -0.259, -0.980, 0.444, 0.387, -0.058, -0.769, 0.507, 0.373, 0.470, 0.401, 0.392, -0.717, -0.139, 0.233, 0.054, -0.822, 0.513, -0.806, -0.353, -0.598, -0.319, 0.185, 0.714, -0.720, -0.423, -0.755, -0.342, 0.320, 0.460, 0.361, 0.333, 0.489, 0.373, 0.298, 0.489, 0.331, -0.268, -0.135, -0.374, 0.644, -0.721, -0.662, -0.709, 0.643, -0.436, 0.217, -0.932, -0.328, -1.235, -0.193, 0.410, 0.576, 0.394, 0.342, 0.353, 0.085, 0.371, 0.442, 0.387, 0.361, -0.405, -0.410, -0.642, 0.650, -0.176, -0.530, -0.329, 0.423, -0.733, -0.412, -0.436, -0.556, 0.188, 0.309, 0.294, 0.388, 0.342, 0.285, -0.030, 0.317, 0.305, 0.260, 0.343, 0.300, -0.310, 0.468, 0.589, -0.450, -0.484, -0.434, -0.547, -0.313, 0.516, -0.361, -0.642, -0.372, -0.558, -0.398, 0.355, 0.342, 0.335, 0.361, 0.188, 0.311, 0.298, 0.371, 0.365, 0.373], "de_lowest_ev": 0.000, "charge": -2, "e_lumo_ev": [3.33, 3.31], "gap_ev": [3.15, 3.45]}